1.
Computed, not measured: a structure of composition C31H47IrNO2P2S2, with ωB97M-V/def2-TZVPD.

Output
Total charge: +1
Frontier orbital gap (alpha / beta) (eV): 6.782 / 5.225
Relative energy (zero: lowest compared OMol25 entry of this formula, charge and spin) (eV): 0.000
Spin multiplicity: 5
⟨S²⟩: 6.017

Geometry as XYZ:
```
86
Properties=species:S:1:pos:R:3:forces:R:3:lowdin_spin:R:1
Ir -0.46177 -0.63980 -2.02459 2.4 -0.2 4.1 0.65
C -2.42177 0.93106 0.74699 0.6 0.8 0.4 0.34
C -2.27620 -0.46549 0.53517 -1.5 -0.9 1.6 0.38
C -1.81472 -0.02849 2.74060 -0.4 0.2 0.4 0.26
C -2.09164 1.20889 2.09474 0.6 -0.3 0.2 0.29
C -1.89963 -1.04967 1.79775 0.3 0.4 -0.8 0.27
C -3.00049 1.97612 -0.10585 -0.8 0.7 -0.8 0.05
H -3.12035 1.70385 -1.15855 0.1 0.0 0.5 0.00
H -2.44064 2.93397 -0.10000 -0.2 -0.6 0.3 0.01
H -4.02952 2.20257 0.26666 0.6 0.0 -0.1 0.02
C -2.13078 2.50853 2.77719 0.0 0.4 0.0 0.03
H -1.98492 3.33462 2.08344 -0.1 0.0 0.0 0.00
H -1.34534 2.55996 3.53091 -0.1 0.0 0.0 0.01
H -3.09194 2.64753 3.28154 0.0 0.0 0.0 0.01
C -1.76420 -0.24096 4.19950 0.1 0.1 0.4 0.04
H -2.71437 -0.70009 4.55956 0.6 0.2 -0.2 0.02
H -1.64989 0.72595 4.69826 0.0 -0.3 0.1 0.00
H -0.91907 -0.89074 4.48443 -0.4 0.2 0.0 0.01
C -1.99612 -2.46433 2.17323 -0.3 -0.5 0.3 0.04
H -2.98791 -2.60944 2.62833 0.0 -0.1 -0.1 0.02
H -1.28022 -2.73308 2.95406 -0.1 0.1 -0.1 0.01
H -1.92040 -3.16786 1.34471 0.0 0.1 0.0 0.00
C -3.34949 -1.24047 -0.12995 -0.8 -0.7 -0.7 0.05
H -4.16764 -1.28184 0.64017 0.4 -0.2 -0.7 0.02
H -3.06393 -2.28057 -0.36709 -0.1 0.4 0.1 0.01
H -3.76673 -0.79539 -1.03747 0.1 -0.1 0.4 0.00
C 1.49635 0.83923 -4.12194 2.3 1.0 0.7 0.08
C 0.08254 0.86672 -4.41940 -0.9 2.4 -1.9 0.56
C -0.49442 0.02015 -5.44822 -0.7 -1.2 -0.6 0.08
C -0.35599 -1.47830 -5.05574 -0.5 0.3 -0.8 0.02
C -0.16610 -1.69247 -3.60377 -0.3 -2.3 -0.8 0.02
C 1.17399 -1.75896 -3.06380 -0.4 -2.2 0.4 0.08
C 2.40121 -1.52041 -3.94240 0.3 0.4 -0.5 0.02
C 2.45305 -0.16838 -4.72008 0.3 -0.8 -0.2 0.01
H -0.02731 0.19269 -6.42996 0.0 -0.1 0.1 0.03
H 0.49534 -1.92021 -5.56065 0.1 -0.1 -0.2 0.00
H -1.55785 0.23150 -5.58524 0.2 0.2 0.0 0.00
H 2.27104 -0.32532 -5.79859 -0.1 0.1 0.5 0.00
H 1.97540 1.84500 -4.23515 -0.5 -0.6 0.0 0.02
H -0.41006 1.85278 -4.32572 0.3 -0.7 0.2 0.02
H 3.48584 0.22875 -4.66540 -0.6 -0.1 0.0 0.00
H 3.31671 -1.58828 -3.33164 -0.5 -0.1 -0.1 0.00
H 1.40303 -2.63671 -2.42925 -0.4 0.6 -0.5 0.00
H 2.47829 -2.35139 -4.67131 -0.2 0.2 0.4 0.00
H -1.23040 -2.04478 -5.36407 -0.1 0.1 -0.3 0.00
H -0.99808 -2.28858 -3.08787 0.9 -0.9 -1.3 0.01
P 1.22166 0.66170 -2.31612 -0.8 -0.2 -0.4 0.04
P 0.80914 -1.95563 -0.14927 -1.0 0.3 -0.2 0.12
C 2.62765 0.08678 -1.36706 0.9 0.3 0.5 0.01
C 2.50436 -1.26275 -0.57724 0.3 0.1 0.0 0.01
H 2.76428 0.93507 -0.67102 0.4 -0.6 0.0 0.00
H 3.49663 0.07721 -2.07645 -0.6 -0.1 0.7 0.00
H 3.04849 -2.05824 -1.09124 0.3 0.2 0.2 0.00
H 2.96156 -1.06323 0.40104 0.0 -0.4 -0.2 0.00
C 1.16202 -2.57042 1.53903 0.0 0.6 0.4 0.03
H 0.32142 -3.13002 1.97097 0.5 0.2 -0.4 0.00
H 1.41657 -1.66751 2.15969 -0.3 -1.3 -0.5 0.00
H 2.05101 -3.22386 1.47844 -0.3 0.2 -0.1 0.01
C 0.13502 -3.62988 -0.70924 0.5 0.4 -1.1 0.00
H 0.95350 -4.25530 -1.04099 0.0 -0.5 -0.1 0.00
H -0.60515 -3.53269 -1.52332 0.5 -0.1 0.3 0.00
H -0.36228 -4.11917 0.12296 0.2 0.1 0.2 0.00
C 0.72263 2.35148 -2.04246 0.9 0.7 0.8 0.00
H -0.28347 2.42756 -1.64278 0.1 0.1 0.1 0.00
H 0.81906 2.87306 -2.98679 -0.1 0.3 0.2 0.00
H 1.46324 2.71728 -1.32563 -0.4 0.6 0.0 0.00
C -2.06957 0.31454 -2.70209 -0.8 0.9 -1.8 0.09
H -3.02100 0.23912 -2.19495 -0.1 -0.3 -0.3 0.02
H -2.08364 -0.15548 -3.71990 -1.0 0.9 0.7 0.01
H -1.79130 1.36703 -2.77975 -0.6 0.0 -0.3 0.00
O 3.51859 -0.70272 4.67201 -0.4 -0.3 0.1 0.00
S 2.13404 -0.38607 4.47159 -0.2 1.6 -0.5 0.00
O 1.10211 -1.16993 5.12922 0.8 0.3 -0.5 0.01
N 1.80288 -0.21101 2.86889 -0.4 1.3 -0.5 0.02
C 1.38385 1.01303 2.47928 0.6 -2.7 0.5 0.01
S 0.66702 1.25973 0.98143 0.2 0.7 -0.1 0.09
C 1.48299 1.99266 3.54365 0.1 0.3 2.1 0.00
C 1.18391 3.34757 3.58826 0.0 -0.2 -0.4 0.00
C 1.26423 4.03692 4.79475 0.2 -0.1 0.5 0.00
C 1.59687 3.36013 5.98079 0.1 -0.1 0.1 0.00
C 1.87346 1.98028 5.96823 0.2 0.4 -0.2 0.00
C 1.84917 1.35004 4.73801 -0.3 0.3 0.8 0.00
H 0.89080 3.81800 2.65683 0.0 0.2 0.1 0.00
H 1.07630 5.11299 4.81824 0.0 -0.4 0.0 0.00
H 1.66165 3.90751 6.92964 -0.1 -0.2 -0.5 0.00
H 2.14739 1.41635 6.86982 -0.2 0.4 -0.4 0.00
```
Forces are in eV/Å.

2.
Computed, not measured: the ion C9H17ClN3O with charge +1, with ωB97M-V/def2-TZVPD.

Output
Total charge: +1
Frontier orbital gap (eV): 9.541
SMILES: CO[C@H]([NH2+][C@H](C)[C@@H](C)Cl)n1ccnc1
Relative energy (zero: lowest compared OMol25 entry of this formula, charge and spin) (eV): 0.000
Spin multiplicity: 1

Geometry as XYZ:
```
31
Properties=species:S:1:pos:R:3:forces:R:3:nbo_charge:R:1
C -0.47964 2.58350 -1.00448 2.6 -2.6 -0.9 -0.23
O -0.81748 1.60400 -0.02997 0.4 -1.2 0.8 -0.53
C 0.20980 0.74310 0.41620 0.3 2.6 0.0 0.42
N -0.28046 -0.62559 0.23189 -1.0 -0.9 1.1 -0.54
C -0.89310 -1.12262 -1.07914 -0.6 1.4 -0.4 -0.04
C -1.32212 -2.51542 -0.80894 2.7 -2.0 -0.7 -0.64
C 0.14587 -0.78392 -2.21848 -2.8 0.3 -0.7 -0.18
C 1.46715 -1.45443 -2.13343 -0.1 -1.9 0.2 -0.66
Cl -0.63687 -1.11945 -3.85723 0.2 0.1 1.2 -0.03
N 0.47125 0.94492 1.85246 -0.7 0.0 -1.6 -0.40
C -0.46558 1.56630 2.67236 1.7 -1.2 0.6 -0.12
C 0.06744 1.44566 3.90116 -1.3 1.7 1.9 -0.06
N 1.24616 0.82403 3.90998 1.8 -1.0 -0.6 -0.40
C 1.51947 0.50856 2.66813 -1.3 0.5 0.3 0.15
H -1.17073 3.31975 -1.10779 -2.4 1.7 0.0 0.22
H -0.23957 2.10729 -1.96698 -0.7 0.1 0.0 0.17
H 0.43953 3.02779 -0.75726 1.3 0.9 0.7 0.19
H 1.15919 0.85326 -0.13596 -0.4 0.1 0.1 0.21
H -0.97418 -0.74057 1.01973 0.7 -0.3 -0.9 0.46
H 0.51127 -1.21332 0.41368 0.5 -0.8 0.6 0.43
H -1.84366 -0.54072 -1.02891 0.9 0.1 -1.3 0.25
H -0.43799 -3.18351 -0.55956 -0.9 0.6 -0.4 0.21
H -1.87032 -2.45172 0.05516 -1.6 -0.2 2.2 0.22
H -1.92879 -3.05636 -1.52264 0.0 0.5 -0.6 0.28
H 0.15926 0.29663 -2.16399 0.6 0.1 -0.4 0.21
H 1.25639 -2.54878 -1.79321 0.9 1.8 -0.5 0.23
H 2.03721 -0.85311 -1.41798 0.5 -0.6 0.0 0.21
H 1.99329 -1.50159 -3.12167 -0.5 0.2 1.0 0.28
H -1.38466 1.97113 2.43710 -1.4 0.7 -1.1 0.24
H -0.32149 1.93901 4.81344 0.2 -0.7 -0.7 0.23
H 2.38336 -0.02381 2.31635 0.1 0.0 -0.2 0.21
```
Forces are in eV/Å.

3.
Computed, not measured: a cluster of 4 separate species, C44H65BBr4IO5 in total, with ωB97M-V/def2-TZVPD.

Output
Total charge: -1
Frontier orbital gap (eV): 7.177
Spin multiplicity: 1

Geometry as XYZ:
```
120
Properties=species:S:1:pos:R:3:forces:R:3:mulliken_charge:R:1
C 2.19660 2.30204 0.83004 0.2 0.0 0.1 -1.36
C 2.58112 0.83456 0.53819 0.1 0.1 -0.1 -0.70
C 1.57782 -0.10597 -0.18442 0.1 0.8 0.1 -1.80
I 2.43258 -2.07658 -0.00531 0.0 -0.1 -0.1 0.03
C 0.05845 -0.06747 0.16771 -0.4 -0.8 0.2 2.12
C -0.31709 0.38460 1.60066 0.0 0.2 -0.2 -1.38
C 0.42287 -0.32617 2.74239 -0.2 -0.1 0.2 -1.23
C -0.31766 -1.59713 3.23152 0.3 0.1 0.1 0.43
C 0.58592 -2.83244 3.43478 -0.1 -0.2 0.0 -1.43
C 0.09527 -4.01463 2.58640 0.4 0.2 -0.1 1.37
C 1.13480 -5.11200 2.31963 -0.4 0.0 -0.2 -0.84
C 0.87280 -5.82329 0.97425 0.1 -0.2 0.0 0.34
C 1.01498 -7.35399 1.03297 -0.1 0.1 -0.3 -0.69
C 1.38317 -7.98985 -0.32232 0.0 -0.1 0.0 -0.71
O 0.87626 -7.24168 -1.41814 0.0 0.0 0.0 -0.30
C 1.84258 -6.60574 -2.22437 0.0 0.1 0.0 -0.52
O -0.44258 -1.38462 0.09740 0.2 -0.2 0.0 0.14
B -1.62006 -1.53176 -0.77835 0.0 0.2 -0.2 -0.22
C -1.26725 -2.64877 -1.92784 -0.2 -0.3 0.0 -0.47
C -2.16997 -2.70855 -3.16077 -0.3 -0.2 -0.1 -0.12
C -1.73295 -3.79857 -4.15668 0.5 0.2 0.1 -0.47
C -2.02439 -3.52379 -5.62534 -0.2 -0.4 0.4 -0.80
O -1.62988 -2.18914 -6.01163 0.6 -0.7 -0.5 -0.17
C -2.56673 -1.36992 -6.46249 1.3 0.4 -0.4 0.07
O -3.68891 -1.33300 -6.10878 -2.0 -0.1 0.4 -0.47
C -3.03121 -2.03653 -0.05547 0.2 0.0 -0.1 -0.59
Br -4.00375 -0.59491 0.86282 0.0 0.0 0.1 -0.19
C -2.87995 -3.35694 0.72838 -0.6 -0.4 -0.5 2.47
C -3.72440 -4.46007 0.07485 0.4 -0.1 0.1 -1.52
Br -3.40520 -3.34936 2.62530 0.0 0.0 0.0 -0.17
O -1.83685 -0.14983 -1.27965 0.1 0.1 -0.1 -0.53
C -0.83609 0.72063 -0.89192 0.1 0.2 0.1 -0.24
C -0.33578 1.39099 -2.21209 0.0 -0.1 0.2 -1.44
Br 0.23234 0.09710 -3.55324 0.0 0.0 -0.1 -0.01
C 0.54646 2.65217 -2.16622 -0.4 0.3 -0.3 0.47
C -0.00934 3.70467 -3.12975 0.0 -0.2 -0.1 -1.42
Br 2.43158 2.42834 -2.66146 0.0 -0.1 0.2 -0.15
H 2.61586 2.98446 0.08627 -0.2 -0.1 0.0 0.25
H 1.12707 2.47319 0.90415 0.0 0.0 -0.1 0.27
H 2.62117 2.59916 1.79599 -0.1 -0.1 -0.1 0.34
H 3.47248 0.86413 -0.09822 -0.1 -0.1 0.1 0.67
H 2.90797 0.37453 1.47214 -0.1 0.0 -0.1 0.52
H 1.67709 0.04649 -1.25671 0.0 0.0 0.1 0.85
H -0.27607 1.46910 1.71324 0.1 0.0 0.0 0.82
H -1.37864 0.11844 1.68573 0.1 0.2 -0.1 0.38
H 0.51087 0.36984 3.58779 0.0 0.0 -0.1 0.41
H 1.44807 -0.58406 2.46864 -0.1 0.0 -0.1 0.18
H -1.09075 -1.84908 2.50046 0.2 0.1 0.2 -0.72
H -0.81075 -1.35721 4.17963 -0.2 -0.1 -0.2 0.68
H 1.61437 -2.59938 3.12990 -0.1 0.0 0.1 0.33
H 0.61057 -3.11340 4.49852 0.2 0.1 -0.2 0.19
H -0.79919 -4.44914 3.04960 0.0 0.1 -0.3 0.54
H -0.17790 -3.58442 1.61298 0.0 -0.1 0.2 -1.28
H 2.12322 -4.63961 2.28614 0.0 -0.2 0.2 0.33
H 1.10662 -5.86250 3.11940 0.2 0.2 0.1 0.39
H 1.54927 -5.43437 0.20727 -0.1 0.1 0.1 -0.09
H -0.13551 -5.58009 0.62155 0.1 0.0 0.0 0.06
H 0.06026 -7.78613 1.35577 0.2 0.1 0.2 0.29
H 1.78087 -7.61503 1.77219 -0.1 -0.1 -0.1 0.40
H 2.47114 -8.11106 -0.41323 -0.1 0.1 0.0 0.33
H 0.93726 -8.98988 -0.39710 0.2 0.1 0.1 0.34
H 1.34803 -5.78838 -2.75702 0.0 -0.1 0.1 -0.02
H 2.65673 -6.17331 -1.62744 -0.1 -0.1 -0.1 0.36
H 2.27208 -7.29929 -2.96205 0.0 0.0 0.1 0.29
H -0.22324 -2.53188 -2.25299 -0.1 0.1 0.1 0.34
H -1.30218 -3.64512 -1.44588 0.2 0.1 -0.1 -0.19
H -2.19287 -1.73641 -3.66271 0.0 -0.1 0.1 0.03
H -3.20368 -2.92969 -2.85953 0.1 0.2 -0.1 0.23
H -0.64606 -3.92795 -4.05302 -0.1 0.0 0.0 0.28
H -2.17877 -4.76450 -3.88444 0.1 0.1 -0.1 0.25
H -3.07766 -3.68861 -5.86865 0.0 0.3 0.1 0.41
H -1.42683 -4.19470 -6.25194 -0.1 0.1 0.0 0.35
H -2.16004 -0.70205 -7.23288 0.2 0.2 0.1 0.39
H -3.71770 -2.26421 -0.87476 0.0 0.2 0.1 0.75
H -1.83577 -3.67381 0.70941 -0.2 0.2 0.3 -1.74
H -4.75909 -4.12995 -0.04873 0.1 -0.1 0.0 0.37
H -3.28334 -4.70530 -0.89907 -0.2 0.2 0.0 0.24
H -3.70471 -5.37677 0.67226 0.0 0.1 -0.1 0.49
H -1.26658 1.58386 -0.33852 0.0 -0.1 -0.1 0.16
H -1.28015 1.73436 -2.64290 0.1 -0.1 0.1 0.82
H 0.53864 3.05971 -1.15470 0.2 -0.2 0.0 0.13
H -1.01170 4.00239 -2.80359 0.1 0.1 0.0 0.43
H 0.64551 4.57472 -3.20299 -0.2 0.0 0.1 0.30
H -0.10013 3.26403 -4.12938 0.0 0.1 0.1 0.34
C 2.60142 7.80567 -4.97679 0.0 0.0 0.0 -0.41
C 3.07164 8.86060 -4.20640 0.0 0.0 0.0 -0.45
C 3.57995 8.61841 -2.93727 0.0 0.0 0.0 -0.40
C 3.62251 7.32247 -2.44053 0.0 0.0 0.0 -0.47
C 3.15402 6.26697 -3.21126 0.0 0.0 0.0 -0.25
C 2.64207 6.51035 -4.47868 0.0 0.0 0.0 -0.43
H 2.20248 7.99313 -5.96572 0.0 0.0 0.0 0.38
H 3.04083 9.87117 -4.59466 0.0 0.0 0.0 0.37
H 3.94472 9.44136 -2.33471 0.0 0.0 0.0 0.57
H 4.01951 7.13387 -1.45077 0.0 0.0 0.0 0.39
H 3.18299 5.25420 -2.83007 0.0 0.0 0.0 0.29
H 2.27410 5.68587 -5.07673 0.0 0.0 0.0 0.42
C -2.42914 -3.87747 6.56397 0.0 0.0 0.1 -0.15
C -3.32295 -3.70863 7.61309 0.0 0.0 0.0 -0.57
C -2.88942 -3.83865 8.92559 0.0 0.0 0.0 -0.35
C -1.55898 -4.13477 9.19098 0.0 0.0 0.0 -0.41
C -0.66478 -4.30395 8.14247 0.0 0.0 0.0 -0.44
C -1.10064 -4.17766 6.83036 0.0 0.0 0.0 -0.22
H -2.76648 -3.77792 5.54161 0.0 0.0 -0.1 0.43
H -4.35900 -3.47284 7.40537 0.0 0.0 0.0 0.38
H -3.58846 -3.70853 9.74243 0.0 0.0 0.0 0.35
H -1.21941 -4.23334 10.21462 0.0 0.0 0.0 0.35
H 0.37335 -4.53384 8.34745 0.0 0.0 0.0 0.38
H -0.40628 -4.31357 6.00989 0.0 0.0 0.0 0.24
C 0.33257 11.41084 1.30171 0.0 0.0 0.0 -0.34
C 0.21205 12.59373 0.58488 0.0 0.0 0.0 -0.40
C 0.72310 12.68010 -0.70291 0.0 0.0 0.0 -0.43
C 1.35093 11.58182 -1.27474 0.0 0.0 0.0 -0.30
C 1.47139 10.39903 -0.55892 0.0 0.0 0.0 -0.03
C 0.96316 10.31409 0.73030 0.0 0.0 0.0 -0.56
H -0.06633 11.34341 2.30588 0.0 0.0 0.0 0.36
H -0.28218 13.44822 1.02966 0.0 0.0 0.0 0.35
H 0.63056 13.60306 -1.26139 0.0 0.0 0.0 0.35
H 1.74565 11.64517 -2.28136 0.0 0.0 0.0 0.35
H 1.95577 9.54254 -1.00768 0.0 0.0 0.0 0.29
H 1.05785 9.39159 1.28871 0.0 0.0 0.0 0.36
```
Forces are in eV/Å.

Number 1: DFT total energy -81566.036 eV. Number 2: DFT total energy -28640.577 eV. Number 3: DFT total energy -345870.326 eV.